Model P:
The following is a DFT calculation (ωB97M-V/def2-TZVPD) of an isolated molecule of C27H34N4O5S.

Computed properties:
- Multiplicity: 1
- Kohn-Sham gap: 9.191 eV
- Charge: 0

```
71
Properties=species:S:1:pos:R:3:mulliken_charge:R:1
C 3.64 1.99 4.77 -1.347
C 2.67 1.99 3.60 -0.572
C 2.05 0.62 3.26 1.184
C 3.12 -0.41 2.90 -1.886
C 1.18 0.10 4.41 -1.999
N 1.15 0.81 2.12 -0.078
C 1.54 1.11 0.88 -0.509
O 2.67 1.44 0.55 -0.723
C 0.41 1.17 -0.18 0.320
C -0.96 0.70 0.25 -0.285
C -2.06 1.53 0.10 -0.567
C -3.32 1.12 0.49 -0.987
C -3.51 -0.14 1.04 0.385
O -4.79 -0.45 1.40 -0.495
C -5.03 -1.68 2.05 -0.759
C -2.41 -0.99 1.19 -1.099
C -1.16 -0.58 0.77 0.342
N 0.87 0.48 -1.39 1.072
C 0.58 1.12 -2.66 -1.793
C 1.74 1.93 -3.17 0.353
C 2.86 2.32 -2.52 -0.104
C 3.73 3.08 -3.34 -0.922
C 3.25 3.25 -4.60 -0.343
S 1.73 2.49 -4.82 -0.175
C 1.57 -0.66 -1.24 0.423
O 1.66 -1.21 -0.15 -0.545
C 2.21 -1.29 -2.47 -0.849
C 1.48 -2.60 -2.79 -0.811
C 0.00 -2.29 -2.92 0.496
O -0.45 -1.61 -3.81 -0.691
N -0.76 -2.79 -1.91 0.103
C -2.11 -2.56 -1.73 0.440
C -2.95 -1.61 -2.37 0.128
C -4.16 -1.81 -1.79 0.049
C -5.47 -1.14 -1.95 -1.340
O -4.06 -2.79 -0.88 -0.099
N -2.79 -3.26 -0.85 -0.898
H 4.03 3.00 4.91 0.402
H 3.14 1.69 5.69 0.320
H 4.48 1.33 4.59 0.319
H 1.85 2.69 3.80 0.442
H 3.19 2.34 2.70 0.346
H 3.68 -0.72 3.78 0.545
H 2.64 -1.29 2.46 0.355
H 3.80 0.00 2.16 0.361
H 0.42 0.83 4.67 0.403
H 0.70 -0.83 4.12 0.466
H 1.79 -0.09 5.29 0.480
H 0.20 0.51 2.25 0.431
H 0.35 2.24 -0.44 0.688
H -1.93 2.52 -0.31 0.462
H -4.17 1.77 0.37 0.482
H -6.10 -1.68 2.27 0.256
H -4.47 -1.76 2.98 0.340
H -4.79 -2.52 1.40 0.253
H -2.53 -1.98 1.60 0.426
H -0.32 -1.25 0.86 0.923
H -0.29 1.77 -2.51 0.601
H 0.28 0.38 -3.40 0.547
H 3.07 2.08 -1.49 0.621
H 4.67 3.48 -3.00 0.421
H 3.69 3.78 -5.42 0.463
H 3.24 -1.51 -2.21 0.445
H 2.20 -0.62 -3.33 0.237
H 1.84 -2.99 -3.74 0.508
H 1.66 -3.33 -2.00 0.198
H -0.35 -3.39 -1.21 0.292
H -2.67 -0.92 -3.14 0.599
H -6.25 -1.88 -2.17 0.365
H -5.42 -0.42 -2.76 0.321
H -5.74 -0.63 -1.03 0.263
```

=====

Model Q:
The following is a DFT calculation (ωB97M-V/def2-TZVPD) of an isolated molecule of C27H34N4O5S.

Computed properties:
- Multiplicity: 1
- Kohn-Sham gap: 5.875 eV
- Charge: 0

```
71
Properties=species:S:1:pos:R:3:mulliken_charge:R:1
C 0.50 6.15 -4.34 -1.121
C 0.34 4.75 -5.11 -0.912
C -0.02 3.59 -4.08 -1.262
C -1.42 3.97 -3.46 0.138
C -1.77 2.96 -2.65 -0.353
C -3.28 3.12 -1.86 -1.100
C -3.84 1.99 -0.92 -0.760
C -2.83 1.87 0.34 -0.678
C -3.04 0.38 1.23 -1.887
C -2.12 -0.54 0.51 0.547
N -2.71 -0.99 -0.77 -0.497
C -1.96 -2.14 -1.18 0.110
S -2.50 -2.85 -2.61 -0.341
C -1.02 -3.66 -2.73 0.181
C -0.20 -3.37 -1.52 0.179
C -0.57 -2.39 -0.84 -0.313
C -0.16 -1.71 0.37 1.223
O 0.95 -2.16 1.01 -0.838
N -0.88 -0.82 0.83 0.199
N -0.75 -0.19 2.15 -0.796
C 0.24 0.97 1.83 0.762
O 0.22 1.53 0.92 -0.225
C 0.81 1.46 2.94 0.161
C 0.41 1.23 4.52 -0.772
C 1.30 1.80 5.41 -0.677
C 2.43 2.55 5.07 0.245
N 3.39 2.82 6.19 0.953
O 4.31 3.50 6.11 -0.579
O 2.91 2.63 7.31 -0.620
C 3.04 2.67 3.88 -0.714
C 2.12 2.15 2.58 -0.659
C 1.16 -4.05 -1.46 -1.407
C 1.80 -4.61 -2.78 1.601
C 2.78 -5.67 -2.35 -2.058
C 2.15 -3.61 -3.80 -1.318
O 0.57 -5.49 -3.24 -0.411
C -0.45 -4.89 -3.74 -0.436
H 0.90 7.04 -4.98 0.288
H 0.97 5.98 -3.38 0.342
H -0.41 6.43 -3.86 0.338
H 1.22 4.59 -5.51 0.524
H -0.47 4.77 -5.69 0.453
H -0.10 2.85 -4.56 0.935
H 0.64 3.73 -3.24 0.304
H -2.10 4.06 -4.25 0.262
H -1.49 4.99 -2.66 0.115
H -1.81 1.92 -3.19 0.221
H -1.19 2.66 -1.70 -0.162
H -3.21 3.86 -1.26 0.623
H -4.24 3.03 -2.69 0.231
H -3.42 1.00 -1.55 0.081
H -4.77 1.96 -0.74 0.965
H -1.79 2.09 0.23 0.299
H -3.39 2.66 0.94 0.309
H -2.97 0.58 2.05 1.170
H -4.32 0.06 1.13 0.306
H -0.30 -0.76 2.68 0.341
H -0.30 0.58 4.32 0.799
H 1.06 1.52 6.35 0.522
H 3.72 3.23 3.48 0.498
H 2.38 2.39 1.62 0.530
H 2.05 -3.40 -1.06 0.430
H 1.29 -4.78 -0.73 0.547
H 3.66 -5.25 -1.93 0.430
H 3.10 -6.04 -3.35 0.389
H 2.78 -6.58 -1.98 0.607
H 1.34 -2.62 -3.90 0.239
H 2.39 -4.11 -4.70 0.453
H 2.99 -3.06 -3.30 0.386
H -1.30 -5.58 -3.81 0.445
H -0.42 -4.13 -4.72 0.211
```

=====

Most stable structure - model P; separation to the second - 1.0090 hartree.

=====

Model P:
The following is a DFT calculation (ωB97M-V/def2-TZVPD) of a cluster of 3 separate species, C4H10N2O4S in total.

Computed properties:
- Multiplicity: 1
- Kohn-Sham gap: 9.884 eV
- Charge: 0

```
21
Properties=species:S:1:pos:R:3:mulliken_charge:R:1
C 2.35 0.73 0.53 0.732
C 0.31 0.75 -2.97 -1.267
C -0.58 0.03 3.70 -0.763
C -0.70 0.24 -2.03 0.187
N -0.44 -0.44 -0.97 -0.521
N 2.29 -0.45 0.72 -0.226
O 2.53 1.92 0.54 -0.529
O -0.40 2.30 2.42 -0.473
O -1.44 0.38 1.24 -0.530
O 2.17 -1.26 -0.27 -0.417
S -1.56 1.10 2.49 0.504
H 0.14 0.70 -3.96 0.448
H 0.23 1.83 -2.82 0.290
H 1.28 0.44 -2.83 0.329
H 0.33 -0.15 3.12 0.174
H -0.60 0.55 4.65 0.377
H -1.26 -0.81 3.68 0.308
H 1.17 -1.13 -0.71 0.437
H -1.30 -0.65 -0.45 0.256
H 0.07 2.40 1.60 0.321
H -1.71 0.59 -2.21 0.364
```

=====

Model Q:
The following is a DFT calculation (ωB97M-V/def2-TZVPD) of a cluster of 2 separate species, C4H10N2O4S in total.

Computed properties:
- Multiplicity: 1
- Kohn-Sham gap: 10.839 eV
- Charge: 0

```
21
Properties=species:S:1:pos:R:3:mulliken_charge:R:1
H -1.34 1.79 -1.63 0.353
N -1.24 1.82 -0.62 -0.673
C -0.07 1.90 -0.17 0.254
N 0.11 1.62 1.18 -0.201
C 1.28 1.38 1.90 0.866
C 1.03 0.56 3.10 -1.312
O 2.33 1.90 1.57 -0.669
S 1.40 2.10 -1.21 1.109
O 0.79 2.32 -2.48 -0.621
O 2.21 0.94 -0.98 -0.531
O 2.09 3.44 -0.69 -0.426
H -0.71 1.07 1.48 0.283
H 0.02 0.46 3.63 0.334
H 1.60 1.00 3.89 0.361
H 1.35 -0.35 2.86 0.365
H 2.40 3.10 0.11 0.498
C -0.71 -1.03 -3.03 -0.870
H -0.59 -0.40 -3.86 0.266
H -0.45 -0.50 -2.14 0.073
H -0.11 -1.95 -3.25 0.298
H -1.84 -1.44 -3.06 0.244
```

=====

Most stable structure - model Q; separation to the second - 0.1155 hartree.

=====

Model P:
The following is a DFT calculation (ωB97M-V/def2-TZVPD) of an isolated molecule of CH4P2S3.

Computed properties:
- Multiplicity: 1
- Kohn-Sham gap: 7.313 eV
- Charge: 0

```
10
Properties=species:S:1:pos:R:3:mulliken_charge:R:1
C -2.25 0.17 -0.19 -0.890
S -0.67 -0.25 -1.02 -0.053
P 0.64 0.23 0.45 0.174
P 2.34 -1.20 -0.08 -0.052
S 3.56 0.57 -0.05 -0.111
S 1.98 1.85 -0.28 -0.156
H -2.63 -0.86 -0.30 0.283
H -2.81 0.92 -0.74 0.281
H -2.24 0.21 0.84 0.421
H 2.09 -1.64 1.38 0.102
```

=====

Model Q:
The following is a DFT calculation (ωB97M-V/def2-TZVPD) of a structure of composition CH4P2S3.

Computed properties:
- Multiplicity: 1
- Kohn-Sham gap (spin up / spin down): 5.834 / 6.562 eV
- Charge: 0

```
10
Properties=species:S:1:pos:R:3:mulliken_charge:R:1
C 0.48 -0.35 -0.87 -0.543
P -1.67 -2.55 0.42 0.362
P 1.35 -0.60 1.98 0.036
S -2.32 -2.61 -1.39 -0.277
S -0.21 -0.16 0.76 0.011
S -0.94 -4.15 1.33 -0.274
H 1.54 -0.49 -0.95 0.356
H 0.13 0.63 -1.39 0.221
H -0.17 -1.22 -1.35 0.069
H 0.55 0.14 2.94 0.039
```

=====

Most stable structure - model P; separation to the second - 0.0438 hartree.

=====

Model P:
The following is a DFT calculation (ωB97M-V/def2-TZVPD) of a cluster of 2 separate species, C10H13NO3 in total.

Computed properties:
- Multiplicity: 1
- Kohn-Sham gap: 3.601 eV
- Charge: 0

```
27
Properties=species:S:1:pos:R:3:mulliken_charge:R:1
C 1.11 -0.61 0.38 -0.529
C 0.11 0.18 -0.26 -0.878
C -0.47 1.23 0.61 0.607
C 0.15 2.46 0.76 -0.281
N -0.39 3.36 1.59 0.015
C -1.51 3.13 2.27 -0.539
C -2.18 1.94 2.16 -0.274
C -1.66 0.94 1.31 0.160
C -2.35 -0.42 1.19 0.379
O -1.86 -1.40 1.67 -0.451
O -3.55 -0.41 0.56 -0.417
H 2.12 -0.19 0.46 0.267
H 0.83 -1.57 0.82 0.253
H -0.21 0.03 -1.29 0.363
H 1.06 2.67 0.21 0.501
H 0.11 4.24 1.69 0.283
H -1.90 3.88 2.95 0.385
H -3.09 1.74 2.72 0.465
H -3.92 0.48 0.69 0.374
C 1.50 -2.56 -2.80 -0.801
C 2.93 -2.87 -2.30 -0.334
O 3.09 -2.36 -1.06 -0.699
H 1.32 -1.48 -2.85 0.089
H 1.35 -2.96 -3.81 0.393
H 0.75 -3.01 -2.15 0.244
H 3.61 -2.48 -3.10 0.211
H 3.04 -3.97 -2.41 0.213
```

=====

Model Q:
The following is a DFT calculation (ωB97M-V/def2-TZVPD) of a structure of composition C10H13NO3.

Computed properties:
- Multiplicity: 1
- Kohn-Sham gap: 8.841 eV
- Charge: 0

```
27
Properties=species:S:1:pos:R:3:mulliken_charge:R:1
C -0.20 0.66 -2.02 0.314
C -0.80 -2.57 -0.29 0.570
C -1.44 0.44 -2.22 -0.619
C 0.96 1.07 -1.51 -0.333
C 2.22 2.21 -0.02 0.794
C 0.30 -2.64 0.76 -0.607
C -0.53 -1.75 1.93 -0.910
C -1.07 -0.59 1.08 -0.054
C 2.27 3.51 0.84 -0.947
C -2.39 -0.79 -0.96 -0.841
N -1.46 -1.33 -0.09 0.100
O -1.06 -3.28 -1.24 -0.628
O 3.18 1.45 -0.08 -0.548
O 1.04 2.17 -0.68 -0.285
H -2.03 0.54 -3.06 0.450
H 1.91 0.50 -1.72 0.284
H 0.61 -3.65 1.01 0.334
H 1.16 -2.17 0.29 0.235
H -1.30 -2.27 2.41 0.341
H 0.16 -1.45 2.61 0.463
H -1.96 -0.13 1.59 0.371
H -0.26 0.13 0.78 -0.126
H 1.79 3.51 1.80 0.285
H 1.62 4.23 0.17 0.260
H 3.30 3.88 0.82 0.295
H -2.90 -1.44 -1.70 0.391
H -3.14 -0.22 -0.52 0.408
```

=====

Most stable structure - model Q; separation to the second - 0.1730 hartree.